# 1
A molecular structure, C9H18F2O9V, computed with ωB97M-V/def2-TZVPD.

HOMO-LUMO gap (spin up / spin down) = 7.6 / 8.5 eV
LUMO level (spin up / spin down) = -4.7 / -3.8 eV
Energy relative to the best compared isomer or geometry (same formula, charge and spin) = 0.0 kcal/mol
Total energy = -2174.4665 Eh
F_max = 2.036 eV Å⁻¹
HOMO energy (spin up / spin down) = -12.31 / -12.31 eV
Expectation value of S² = 2.007

ORCA input file:
```
! RIJCOSX wB97M-V def2-TZVPD def2/J DEFGRID3
* xyz 1 3
V 2.393 0.647 -0.329
F 1.938 -0.318 1.188
F 3.296 0.399 -1.838
C -0.518 0.120 -2.248
O -0.931 1.477 -2.073
C -0.214 2.275 -1.384
O 0.821 1.913 -0.803
O -0.814 3.468 -1.227
C -0.079 4.511 -0.536
H -0.717 -0.462 -1.280
H 0.534 0.165 -2.364
H -1.053 -0.156 -3.165
H 0.446 4.230 0.394
H -0.754 5.356 -0.329
H 0.589 4.959 -1.284
C 5.464 0.255 0.977
O 4.808 0.949 2.095
C 3.797 1.749 1.888
O 3.408 2.065 0.746
O 3.243 2.109 2.977
C 2.139 3.031 2.901
H 4.772 -0.581 0.686
H 6.315 -0.277 1.446
H 5.760 1.010 0.191
H 1.218 2.492 3.078
H 2.069 3.423 1.908
H 2.388 3.676 3.723
C -4.709 -2.871 1.140
O -4.163 -3.707 0.108
C -5.007 -4.110 -0.868
O -6.138 -3.727 -0.943
O -4.506 -4.945 -1.747
C -3.095 -5.197 -1.776
H -4.986 -1.903 0.691
H -3.919 -2.814 1.959
H -5.608 -3.330 1.574
H -2.973 -6.281 -1.706
H -2.485 -4.668 -1.015
H -2.731 -4.930 -2.757
*
```

=====

# 2
A molecular structure, C9H18F3O7Y, computed with ωB97M-V/def2-TZVPD.

HOMO-LUMO gap = 5.5 eV
LUMO level = 5.0 eV
Energy relative to the best compared isomer or geometry (same formula, charge and spin) = 12.9 kcal/mol
Total energy = -1218.3995 Eh
F_max = 2.503 eV Å⁻¹
HOMO energy = -0.53 eV

ORCA input file:
```
! RIJCOSX wB97M-V def2-TZVPD def2/J DEFGRID3
* xyz -2 1
Y -1.127 -0.690 0.221
O -0.895 -2.855 -1.255
C -1.729 -2.541 -2.348
C -3.058 -1.821 -1.991
O -3.067 -0.787 -1.026
H -1.890 -3.497 -2.875
H -1.144 -1.860 -3.006
H -3.673 -2.649 -1.587
H -3.595 -1.531 -2.914
O -1.613 -1.791 2.335
C -2.056 -0.811 3.224
C -1.680 0.674 2.990
O -1.788 1.054 1.638
H -1.727 -0.991 4.270
H -3.164 -0.794 3.218
H -0.647 0.926 3.323
H -2.262 1.418 3.570
C 2.094 -0.483 0.787
O 1.414 0.783 0.618
O 1.120 -1.351 0.593
C 3.287 -0.619 -0.233
F 4.425 -1.111 0.318
F 2.986 -1.438 -1.247
F 3.626 0.578 -0.785
C 1.980 1.996 1.076
C 1.164 3.117 0.432
H 1.587 4.092 0.698
H 1.279 3.043 -0.657
H 0.104 3.063 0.671
H 3.030 2.065 0.799
H 1.859 2.135 2.158
H 2.480 -0.487 1.821
C 0.674 0.344 -2.643
O -0.365 0.658 -1.740
H 1.621 0.872 -2.493
H 0.973 -0.699 -2.495
H 0.301 0.384 -3.672
H -0.521 1.606 -1.793
*
```

=====

# 3
A molecular structure, C9H18FO9Tl, computed with ωB97M-V/def2-TZVPD.

HOMO-LUMO gap = 2.8 eV
LUMO level = -14.2 eV
Energy relative to the best compared isomer or geometry (same formula, charge and spin) = 75.4 kcal/mol
Total energy = -1302.3108 Eh
F_max = 3.725 eV Å⁻¹
HOMO energy = -17.04 eV

ORCA input file:
```
! RIJCOSX wB97M-V def2-TZVPD def2/J DEFGRID3
* xyz 2 1
Tl -12.015 15.115 -5.333
F -12.244 15.296 -8.278
C -16.599 17.228 -4.714
O -16.347 17.938 -6.003
C -15.208 17.735 -6.627
O -14.227 17.053 -6.168
O -15.259 18.407 -7.744
C -14.135 18.445 -8.609
H -17.635 17.364 -4.405
H -16.091 17.730 -3.890
H -16.358 16.173 -4.840
H -13.372 17.667 -8.568
H -13.736 19.455 -8.708
H -14.549 18.247 -9.598
C -15.285 13.909 -8.687
O -15.768 13.016 -7.642
C -15.482 13.177 -6.399
O -14.678 13.958 -5.891
O -16.378 12.386 -5.636
C -16.238 12.526 -4.186
H -14.473 13.377 -9.182
H -14.996 14.827 -8.175
H -16.012 14.188 -9.451
H -17.036 12.135 -3.555
H -16.215 13.566 -3.860
H -15.325 12.076 -3.797
C -8.811 14.691 -9.087
O -8.240 13.718 -8.193
C -8.512 13.766 -6.842
O -9.533 14.210 -6.385
O -7.560 13.097 -6.197
C -7.634 12.843 -4.800
H -8.660 14.342 -10.109
H -8.249 15.615 -8.951
H -9.881 14.881 -9.003
H -6.721 12.415 -4.387
H -8.432 12.109 -4.684
H -7.896 13.812 -4.377
*
```

=====

# 4
C9H18N2O3 in the gas phase, computed with ωB97M-V/def2-TZVPD.

HOMO-LUMO gap = 10.2 eV
LUMO level = 0.6 eV
Energy relative to the best compared isomer or geometry (same formula, charge and spin) = 27.9 kcal/mol
SMILES = CC(C)C[C@H](NC(=O)[C@H](C)N)C(=O)O
Total energy = -688.9691 Eh
F_max = 3.129 eV Å⁻¹
HOMO energy = -9.58 eV

ORCA input file:
```
! RIJCOSX wB97M-V def2-TZVPD def2/J DEFGRID3
* xyz 0 1
C -3.396 0.325 1.843
C -1.940 -0.052 1.788
C -1.096 1.035 2.529
C -1.448 -0.146 0.354
C 0.065 -0.561 0.288
N 0.367 -0.672 -1.144
C 0.838 0.279 -1.950
O 1.066 0.113 -3.153
C 1.189 1.652 -1.343
C 1.236 2.698 -2.541
N 2.391 1.525 -0.467
C 0.306 -2.002 0.808
O 0.097 -3.052 0.191
O 0.597 -1.971 2.157
H -3.593 1.277 1.440
H -3.696 0.471 2.894
H -4.014 -0.421 1.422
H -1.902 -1.058 2.317
H -1.679 1.423 3.430
H -0.156 0.639 2.872
H -1.047 1.852 1.748
H -1.489 0.760 -0.285
H -2.015 -1.053 -0.105
H 0.777 0.167 0.768
H 0.223 -1.555 -1.522
H 0.348 1.953 -0.656
H 0.302 2.773 -3.041
H 1.603 3.602 -2.055
H 1.925 2.256 -3.308
H 2.577 2.443 -0.082
H 3.176 1.285 -1.188
H 0.753 -2.884 2.420
*
```